[1]
C17H23N3O4S | ωB97M-V/def2-TZVPD

Calculated values
HOMO (eV): -7.89
SMILES: CCN1CCN(C(=S)Nc2cc(C(=O)OC)ccc2C(=O)OC)CC1
Kohn-Sham gap (eV): 7.77
LUMO (Ha): -0.004
Energy above the lowest of the compared OMol25 structures with the same formula, charge and spin (kcal/mol): 32.6

XYZ file:
```
48
Properties=species:S:1:pos:R:3:forces:R:3
C -2.4028 -4.3506 -2.0874 0.20 -0.10 0.17
C -1.1975 -4.4973 -1.1658 -0.18 0.09 -0.10
N -0.2632 -3.3996 -1.3232 0.04 -0.02 0.00
C 0.5094 -3.4310 -2.5496 0.07 0.06 0.08
C 1.0583 -2.0174 -2.8134 -0.07 -0.14 -0.43
N 1.2563 -1.3403 -1.5506 -0.07 0.21 0.35
C 0.6987 -0.1349 -1.3109 0.04 0.22 -0.39
S 0.2066 0.8527 -2.5421 -0.23 0.38 -0.41
N 0.5596 0.1941 0.0155 0.17 -1.06 0.18
C 0.3372 1.4266 0.5753 -0.20 0.55 0.42
C 0.7800 2.6056 -0.0299 0.09 0.28 0.03
C 0.5563 3.8356 0.5624 -0.17 -0.45 0.26
C 1.0781 5.0461 -0.1254 0.22 0.17 -0.22
O 1.8891 5.0302 -1.0159 -0.10 -0.01 0.04
O 0.5482 6.1769 0.3656 -0.22 -0.26 0.25
C 0.9922 7.3791 -0.2443 0.24 0.22 -0.27
C -0.1123 3.9224 1.7863 0.04 0.07 -0.08
C -0.5150 2.7681 2.4146 0.04 -0.06 -0.05
C -0.2974 1.5116 1.8381 0.14 0.32 -0.35
C -0.7254 0.3045 2.5584 -0.04 -0.40 0.08
O -0.4615 -0.8425 2.2305 -0.11 0.14 0.16
O -1.4491 0.5684 3.6503 0.10 0.35 -0.20
C -1.8913 -0.5566 4.3932 -0.05 -0.47 0.12
C 1.7203 -2.2387 -0.5197 0.04 -0.26 0.23
C 0.6123 -3.2484 -0.1727 -0.01 0.02 0.07
H -2.8126 -3.3490 -1.9927 -0.07 0.09 0.00
H -2.1376 -4.5194 -3.1276 -0.03 -0.02 -0.12
H -3.1663 -5.0732 -1.8111 -0.10 -0.09 -0.05
H -1.5462 -4.4707 -0.1300 0.05 -0.07 -0.01
H -0.7099 -5.4753 -1.3306 -0.01 0.05 0.10
H -0.1371 -3.7186 -3.3768 0.07 -0.02 -0.02
H 1.3316 -4.1677 -2.4931 -0.07 -0.03 -0.02
H 2.0036 -2.0659 -3.3650 -0.06 0.03 -0.02
H 0.3475 -1.4283 -3.3956 0.16 -0.14 0.09
H 0.3208 -0.5719 0.6487 0.15 0.19 -0.12
H 1.3066 2.5705 -0.9698 0.01 -0.01 0.04
H 2.0719 7.4904 -0.1222 -0.10 0.02 -0.02
H 0.7607 7.3703 -1.3114 0.02 0.03 0.09
H 0.4646 8.1875 0.2554 0.02 -0.05 -0.01
H -0.2871 4.8865 2.2347 -0.03 0.06 0.05
H -1.0045 2.8145 3.3743 -0.02 0.03 0.03
H -2.5183 -1.1999 3.7721 0.04 0.06 0.08
H -1.0376 -1.1371 4.7497 -0.10 0.05 -0.01
H -2.4609 -0.1613 5.2299 0.03 0.00 -0.05
H 2.5903 -2.7618 -0.9300 -0.04 0.05 0.09
H 2.0498 -1.6898 0.3620 0.03 -0.05 -0.09
H 0.0077 -2.8880 0.6644 0.07 -0.07 0.03
H 1.0762 -4.2063 0.1257 0.00 0.06 -0.01
```
Forces are in eV/Å.

[2]
C6H7P | ωB97M-V/def2-TZVPD

Calculated values
HOMO (alpha / beta) (eV): -7.62 / -7.77
Kohn-Sham gap (alpha / beta) (eV): 7.20 / 6.54
LUMO (alpha / beta) (Ha): -0.015 / -0.046
Energy above the lowest of the compared OMol25 structures with the same formula, charge and spin (kcal/mol): 111.1

XYZ file:
```
14
Properties=species:S:1:pos:R:3:forces:R:3
C -0.0629 -1.4356 0.0464 -1.29 -0.54 -0.03
C 1.0780 -0.5600 0.0997 1.26 0.74 -0.04
C -2.1789 0.3545 -0.0700 0.51 -0.23 0.10
C 2.2897 -1.0917 -0.3314 -0.33 0.26 0.03
C -2.6080 1.5650 -0.2277 -0.11 0.30 -0.04
C 1.0426 0.7432 0.5771 -0.39 -0.40 -0.14
P -1.7921 -1.2624 0.0959 0.14 -0.24 -0.07
H 0.1969 -2.4825 -0.0804 -0.06 -0.05 0.13
H 3.1726 -0.4807 -0.3291 0.25 0.14 0.00
H 2.3790 -2.0975 -0.7001 -0.05 -0.21 -0.04
H -2.8514 1.9701 -1.2002 -0.02 -0.03 -0.24
H -2.7283 2.2534 0.5973 -0.03 0.04 0.25
H 0.1448 1.1636 0.9901 -0.16 0.09 0.04
H 1.9180 1.3606 0.5324 0.29 0.12 0.05
```
Forces are in eV/Å.

[3]
C3H8N2O2 | ωB97M-V/def2-TZVPD

Calculated values
HOMO (eV): -8.70
SMILES: CN(C)N.O=C=O
Kohn-Sham gap (eV): 9.48
LUMO (Ha): 0.029
Energy above the lowest of the compared OMol25 structures with the same formula, charge and spin (kcal/mol): 61.6

XYZ file:
```
15
Properties=species:S:1:pos:R:3:forces:R:3
C -0.5779 0.0211 1.3027 -0.93 -0.74 2.03
N 0.1775 -0.0945 0.0751 0.79 1.54 1.40
C 0.7369 1.2843 -0.2312 -1.33 -3.71 -0.87
N 1.1432 -1.1898 0.2924 -0.81 1.32 -0.15
H -0.1147 -0.3335 2.2881 0.37 0.96 -1.38
H -1.1382 0.9782 1.4921 0.76 -0.95 -0.56
H -1.2934 -0.7503 1.1776 -1.52 -0.66 0.22
H 1.6924 1.3568 0.1102 2.84 0.49 0.89
H 0.6284 1.4180 -1.2760 0.29 0.51 -1.05
H 0.0701 1.8545 0.2971 -1.09 2.13 0.80
H 1.5958 -1.1623 -0.6033 0.51 -0.78 -0.49
H 0.5084 -1.9989 0.2856 0.61 0.09 -0.21
O -1.9318 0.2992 -1.3962 -1.33 1.08 0.07
C -1.0898 -0.4415 -1.6657 0.15 -0.31 0.27
O -0.4069 -1.2413 -2.1484 0.68 -0.97 -0.96
```
Forces are in eV/Å.

[4]
C4H35NO15 | ωB97M-V/def2-TZVPD

Calculated values
HOMO (alpha / beta) (eV): -13.44 / -13.44
Kohn-Sham gap (alpha / beta) (eV): 10.13 / 5.87
2S+1: 2
Total charge: +1
LUMO (alpha / beta) (Ha): -0.122 / -0.278
Energy above the lowest of the compared OMol25 structures with the same formula, charge and spin (kcal/mol): 2.1

XYZ file:
```
55
Properties=species:S:1:pos:R:3:forces:R:3
C -1.0755 -2.2115 -0.0867 -0.38 1.50 -0.59
N -0.5108 -0.8439 0.1238 2.78 -1.88 0.13
C 0.6780 -0.4307 -0.6372 -2.91 2.76 1.41
C 0.3126 -0.2480 -2.1332 -1.28 -1.15 0.23
O 1.4738 -0.3699 -2.9040 -0.03 0.44 -0.35
C 1.9044 -1.3699 -0.6238 2.47 -2.07 0.20
O 2.7294 -1.2779 0.2175 -0.39 0.49 0.21
H -2.1469 -2.1259 0.0923 0.02 -0.29 0.16
H -0.9177 -2.4329 -1.1458 -0.05 -0.51 0.49
H -0.6097 -2.9371 0.5907 -0.29 0.24 -0.19
H -0.2785 -0.7052 1.1192 -0.89 0.39 -0.49
H 0.9818 0.4464 0.0576 0.10 -0.84 -2.00
H -0.3634 0.5877 -2.4111 1.24 -0.67 1.20
H -0.3499 -1.1241 -2.3315 0.44 0.25 -0.07
H 1.2199 -0.4103 -3.8372 0.09 0.01 0.11
H 2.1172 -2.1937 -1.3921 -1.15 1.10 0.29
H 1.5984 1.5966 4.2300 0.13 -0.36 0.35
H 1.1880 0.0659 4.3270 0.37 0.14 -0.05
O 0.8619 0.9757 4.2790 -0.39 0.23 -0.19
H 1.6904 -4.7439 -0.8146 -0.10 0.31 -0.10
H 0.8710 -3.9433 0.1964 0.73 -0.08 -0.20
O 1.3089 -3.8630 -0.6725 -0.33 -0.94 -0.47
H -1.2073 -0.2202 3.7565 -0.37 0.70 -0.01
H -2.1688 0.3643 2.6151 0.16 0.12 0.56
O -1.8827 -0.4266 3.1004 0.32 -0.68 -0.59
H -2.7288 -0.3012 -2.7246 -0.31 0.01 0.02
H -4.1612 0.0475 -2.2186 0.04 -0.10 -0.05
O -3.2424 0.3368 -2.2112 -0.11 -0.19 0.33
H -1.1345 3.0021 -1.4518 -0.61 -0.26 0.13
H -2.5160 2.5335 -0.7483 0.34 -0.52 -0.58
O -2.0763 3.1912 -1.2739 -0.16 1.04 -0.80
H 2.3197 -3.9546 2.1468 -0.25 0.04 -0.16
H 1.0719 -3.1040 2.4297 0.78 -0.68 -0.21
O 1.3863 -3.8607 1.9036 -0.26 0.20 0.68
H 1.1559 3.1603 -2.2091 0.04 0.14 0.27
H 0.5450 2.7411 -0.7898 0.23 0.57 -0.98
O 0.4989 2.6047 -1.7791 0.23 -0.51 0.39
H 0.8406 -2.3832 4.3180 0.29 0.23 0.24
H 0.2878 -1.7954 3.0627 -0.25 0.71 0.28
O 1.0533 -1.7074 3.6529 -0.62 -0.66 0.00
H -3.3459 2.7610 0.6794 -0.02 0.10 0.07
H -2.0957 1.8037 0.6563 0.05 0.21 0.01
O -2.7997 2.1673 1.1988 -0.13 -0.58 0.91
H -0.4130 3.4927 1.1888 -0.14 0.32 -0.50
H -0.3927 4.6242 0.1127 -0.02 -0.13 0.05
O 0.1079 3.8759 0.4618 0.05 0.64 0.38
H -0.8272 1.6762 -3.3649 -0.26 0.70 -0.38
H -2.3182 1.3621 -3.5406 0.31 0.22 -0.08
O -1.4367 1.1494 -3.8936 -0.07 0.07 -0.41
H 3.4654 0.1784 -2.8889 -0.06 0.04 -0.05
H 3.9796 -1.1065 -2.2900 0.16 -0.10 -0.07
O 4.2805 -0.2973 -2.7078 0.20 0.09 0.09
H 0.1763 1.3175 2.6308 -0.88 0.08 -0.88
H 0.8032 2.4473 2.1362 0.04 0.56 -1.03
O 0.0915 1.8787 1.7980 1.11 -1.50 2.28
```
Forces are in eV/Å.

[5]
C3H7N | ωB97M-V/def2-TZVPD

Calculated values
HOMO (alpha / beta) (eV): 1.42 / -1.12
Kohn-Sham gap (alpha / beta) (eV): 3.12 / 5.56
2S+1: 2
Total charge: -1
LUMO (alpha / beta) (Ha): 0.167 / 0.163
Energy above the lowest of the compared OMol25 structures with the same formula, charge and spin (kcal/mol): 52.3

XYZ file:
```
11
Properties=species:S:1:pos:R:3:forces:R:3
C -1.5598 -1.2300 0.0402 -0.47 -1.06 -1.61
C -0.3275 -0.7905 -0.4757 -0.72 -0.11 0.29
N 0.1805 0.1665 0.4212 3.17 1.67 -1.79
C 1.3202 1.1503 0.0018 -1.13 -2.73 1.62
H -2.4708 -1.2726 -0.6169 0.64 -0.38 1.09
H -1.4799 -1.3053 1.1189 -1.24 -0.26 0.11
H 0.0490 -0.9394 -1.4958 -0.19 0.72 0.45
H -0.4393 0.2087 1.2224 0.39 1.27 -0.21
H 1.1234 2.0890 0.5357 0.50 -0.24 -0.05
H 1.3461 1.3520 -1.0980 -0.21 -0.38 0.85
H 2.2581 0.5714 0.3462 -0.73 1.50 -0.75
```
Forces are in eV/Å.

[6]
C7H4FeO5 | ωB97M-V/def2-TZVPD

Calculated values
HOMO (alpha / beta) (eV): -18.56 / -25.09
Kohn-Sham gap (alpha / beta) (eV): 4.22 / 7.63
2S+1: 6
Total charge: +3
LUMO (alpha / beta) (Ha): -0.527 / -0.641

XYZ file:
```
17
Properties=species:S:1:pos:R:3:forces:R:3
Fe -0.0213 1.1583 0.9607 0.34 -3.27 -2.54
O 2.9171 1.2067 1.3936 -3.92 0.16 -0.40
C 1.7720 1.1908 1.2274 7.11 -0.03 0.95
C -1.8215 1.2548 0.8007 -7.16 0.23 -0.75
O -2.9726 1.3117 0.6942 3.87 0.03 0.53
C -0.2031 0.0080 2.3523 -0.86 -6.35 6.33
O -0.3168 -0.7509 3.2150 0.52 3.72 -3.89
C 0.1702 2.2803 -0.4507 0.98 4.91 -7.52
O 0.2941 2.9669 -1.3708 -0.59 -3.03 4.43
C 0.7378 -2.7168 -2.1514 5.53 -0.97 -0.05
H 1.4153 -2.2372 -2.8836 -0.38 0.01 0.54
H 1.2237 -3.4103 -1.4385 -0.29 0.57 -0.16
C -0.5799 -2.6939 -2.3085 -5.45 -0.77 -1.35
H -1.2468 -3.3645 -1.7341 0.35 0.54 -0.06
H -1.0535 -2.1949 -3.1751 0.26 0.01 0.59
O -0.1908 3.4479 2.7973 0.07 -1.08 -0.86
C -0.1239 2.5431 2.0715 -0.38 5.32 4.23
```
Forces are in eV/Å.